A structure of composition C68H56N11O2S2Ti at a distorted geometry, computed with ωB97M-V/def2-TZVPD.

The geometry in XYZ format:
```
140
C68H56N11O2S2Ti ωB97M-V/def2-TZVPD
C -0.51770 -2.00450 -6.99830
C 5.18520 7.56140 -0.83410
H -0.89900 -4.67870 -2.58060
N -2.04300 -2.11910 -0.70430
C 5.17630 5.74110 0.68870
H -1.62180 2.40240 -5.46850
H -5.40710 2.80360 1.51540
H -1.39220 1.88560 2.25520
H 2.98830 -2.52420 -3.47860
N 4.06310 -2.97760 0.31660
H -1.41670 -2.94960 4.27980
H 5.55100 3.75650 0.00380
C -5.52970 -1.03530 3.10970
C 1.06450 -2.80590 -2.59500
C 3.11430 -1.99700 0.31600
H -2.01510 5.69870 0.36930
C 4.55090 5.94490 2.99790
H 2.00810 5.09350 2.92800
C -3.22750 -2.63710 -0.39080
H -5.32020 -0.39360 -0.54560
C -1.69920 4.90910 5.08330
H -1.21720 -3.60040 1.89080
N 3.29050 3.08010 4.44090
N 0.97750 2.64670 0.14110
C -1.67860 0.48190 -4.49640
H -0.11890 -2.97700 -7.22550
H 0.98270 -3.83190 -2.91680
H -0.54010 -1.98860 1.51550
H -1.51350 4.67900 6.11660
H 3.13060 -0.14140 -2.75660
N 0.15670 -0.92210 -1.45050
H 5.87000 8.21380 -0.28510
C -4.75550 2.01330 1.88520
H 0.31380 -3.08270 2.61430
C -5.14510 -2.00280 4.01850
C -2.14310 6.12140 4.65380
H -5.28560 1.36400 -0.68310
H -3.49870 -3.11200 4.78600
H 3.84490 -5.11670 0.50310
H -3.78910 0.47800 -0.29420
C 6.24880 -3.93670 -0.12210
H -0.75400 -2.21050 -4.83410
H 5.35530 7.67920 -1.90180
C -3.24930 -0.84000 2.24880
C -1.83320 2.55630 -0.90500
C -5.19600 0.64690 1.35000
H 4.91570 2.69230 2.14280
C 1.33480 4.86490 0.92510
Ti -1.22160 -0.17640 0.09340
C -1.41690 -2.17290 3.50420
C 1.95950 3.01220 2.32870
C -1.55860 2.50100 1.37710
C 2.64150 2.40150 3.42540
C 2.18760 -2.06900 -2.91710
C 2.62770 1.01410 3.52870
C -2.02710 3.99830 -3.31520
H 8.23520 -4.65480 -0.45370
H 3.32810 -0.94990 0.24250
C -1.33080 -0.29540 -5.65710
C -1.95960 3.96840 -0.89860
H 4.15260 7.84110 -0.59920
H -3.73980 2.22400 1.56710
C -3.65450 -3.87810 -0.83500
H -3.10970 -5.60080 -2.00600
H -4.78910 2.02120 2.97340
C 1.04450 3.93380 -0.08200
C 5.44790 -2.83000 0.16860
H -6.28630 0.60370 1.45230
C -1.73500 1.86990 -4.53610
C -1.50560 3.99540 4.03350
H -2.08290 4.52000 -4.25800
C -0.86310 -1.58600 -5.70170
C -1.56900 -4.11160 -1.95420
S -1.34420 0.40670 -7.24830
C 4.88300 3.76590 2.03310
C 0.05870 -2.19850 -1.83780
C 1.18630 0.76940 1.59830
N 4.03910 4.05100 4.32780
H 1.89860 -0.85900 2.76440
N -2.37000 -0.35800 1.37910
C 8.20740 -2.54150 -0.10010
H -2.05820 -1.21280 -3.23690
S -2.30350 6.18410 2.95260
C -2.86060 -1.80410 3.24070
H 3.20110 0.55870 4.32300
C -1.73890 3.89320 1.50420
C -4.63480 -0.45420 2.22910
H 7.86930 -0.46230 0.27190
C 3.37010 -4.15990 0.43550
C -1.90620 1.84560 -2.13660
C -2.09950 4.66060 -2.13890
C -1.91500 -0.14050 -3.25540
N -1.60230 1.85680 0.22500
C 7.40800 -1.43170 0.16860
O 5.41890 6.19910 -0.56390
H -5.86940 -2.44800 4.68250
C -1.91570 4.62400 0.33010
O 0.36740 0.08340 0.86080
C -1.20820 -2.84820 -1.47440
H -1.23100 -0.56550 4.93330
C -1.78400 4.52660 2.79750
H 0.31610 -1.20550 4.37720
H -0.56360 -1.08340 -8.98990
H -3.87420 -2.04420 0.24330
H -2.23380 5.73050 -2.11460
C -1.89750 2.57900 -3.35010
C -0.67290 -2.74730 2.29860
N 10.74860 -2.30680 -0.32440
C 1.92220 0.21390 2.64460
C 1.21520 -0.20960 -1.79150
H 1.21820 0.82380 -1.45760
C 9.61240 -2.40700 -0.21940
H 5.81790 -4.91710 -0.25500
H -6.56690 -0.72920 3.08250
H -4.62640 -4.24540 -0.55320
H -1.17620 2.98410 4.18520
C 1.37180 2.17490 1.34180
C 4.85890 6.53370 1.79010
C -0.69390 -0.94880 4.06910
H 5.45030 -0.71030 0.55290
C 1.78640 4.39960 2.13170
H -0.64760 -0.17140 3.30590
H 0.81400 4.25580 -1.08940
C 7.61530 -3.79540 -0.24530
H 4.28430 6.55160 3.84890
C 2.05060 -3.82880 0.49480
H 1.19410 -4.46860 0.58830
H 1.19220 5.91960 0.74750
C -2.80860 -4.63180 -1.63610
N 1.90760 -2.47460 0.41280
C 5.24340 4.35310 0.84700
C 6.04450 -1.57660 0.31180
C -4.87330 0.51320 -0.13980
H -2.40170 6.98250 5.23840
C -3.81080 -2.36580 4.06960
H 4.84180 7.60940 1.71950
C 4.48370 4.55690 3.11530
N -1.97580 0.49620 -2.10370
C 2.26850 -0.74290 -2.51690
C -0.73420 -1.03880 -7.93280
```

## Properties
Net charge: +1
Energy (Eh): -5023.416117
2S+1: 1
Lowest unoccupied orbital energy (eV): -3.225
Relative energy (zero: lowest compared OMol25 entry of this formula, charge and spin) (kJ/mol): 90.0

Atomic partial charges in e from the Mulliken method, atoms 1 to 6:
1. C -0.87
2. C -0.86
3. H 0.53
4. N 1.99
5. C 0.85
6. H 0.48